# 1
{
  "formula": "C60H153N11O19",
  "method": "the ωB97M-V functional and the def2-TZVPD basis",
  "smiles": "COC[C@H](C)N.COC[C@H](C)N.COC[C@H](C)N.COCCNCCOC.COCCNCCOC.COCCNCCOC.COCCNCCOC.COCCNCCOC.COCCNCCOC.COCCNCCOC.COCCNCCOC",
  "relative_energy_ev": 3.456,
  "orbital_gap_ev": 8.749,
  "lumo_ev": 0.39,
  "e_homo_ev": -8.4,
  "species": ["C", "O", "C", "C", "C", "N", "H", "H", "H", "H", "H", "H", "H", "H", "H", "H", "H", "C", "O", "C", "C", "C", "N", "H", "H", "H", "H", "H", "H", "H", "H", "H", "H", "H", "C", "O", "C", "C", "C", "N", "H", "H", "H", "H", "H", "H", "H", "H", "H", "H", "H", "C", "O", "C", "C", "N", "C", "C", "O", "C", "H", "H", "H", "H", "H", "H", "H", "H", "H", "H", "H", "H", "H", "H", "H", "C", "O", "C", "C", "N", "C", "C", "O", "C", "H", "H", "H", "H", "H", "H", "H", "H", "H", "H", "H", "H", "H", "H", "H", "C", "O", "C", "C", "N", "C", "C", "O", "C", "H", "H", "H", "H", "H", "H", "H", "H", "H", "H", "H", "H", "H", "H", "H", "C", "O", "C", "C", "N", "C", "C", "O", "C", "H", "H", "H", "H", "H", "H", "H", "H", "H", "H", "H", "H", "H", "H", "H", "C", "O", "C", "C", "N", "C", "C", "O", "C", "H", "H", "H", "H", "H", "H", "H", "H", "H", "H", "H", "H", "H", "H", "H", "C", "O", "C", "C", "N", "C", "C", "O", "C", "H", "H", "H", "H", "H", "H", "H", "H", "H", "H", "H", "H", "H", "H", "H", "C", "O", "C", "C", "N", "C", "C", "O", "C", "H", "H", "H", "H", "H", "H", "H", "H", "H", "H", "H", "H", "H", "H", "H", "C", "O", "C", "C", "N", "C", "C", "O", "C", "H", "H", "H", "H", "H", "H", "H", "H", "H", "H", "H", "H", "H", "H", "H"],
  "positions_angstrom": [[2.153, -1.469, 1.398], [1.562, -1.225, 0.124], [1.021, 0.084, -0.066], [0.597, 0.112, -1.540], [0.068, 1.485, -1.970], [-0.486, -0.858, -1.633], [2.896, -0.683, 1.565], [2.633, -2.441, 1.363], [1.405, -1.374, 2.192], [0.122, 0.167, 0.552], [1.831, 0.801, 0.106], [1.481, -0.074, -2.162], [-0.832, 1.776, -1.428], [-0.120, 1.347, -3.038], [0.791, 2.301, -1.908], [-0.205, -1.767, -1.290], [-0.876, -1.023, -2.557], [-0.611, -5.355, 0.377], [0.671, -5.774, -0.040], [1.504, -4.719, -0.481], [1.342, -4.497, -1.983], [2.031, -5.594, -2.782], [2.005, -3.215, -2.344], [-1.271, -4.960, -0.394], [-0.526, -4.657, 1.218], [-1.054, -6.209, 0.891], [1.439, -3.829, 0.151], [2.511, -5.100, -0.260], [0.317, -4.345, -2.337], [1.647, -6.580, -2.492], [3.082, -5.690, -2.496], [1.896, -5.629, -3.862], [2.984, -3.490, -2.373], [1.901, -2.476, -1.658], [2.576, -1.475, 5.445], [3.523, -2.108, 4.598], [4.491, -1.318, 3.935], [5.732, -1.006, 4.728], [6.686, -0.220, 3.858], [6.407, -2.211, 5.209], [3.153, -1.097, 6.301], [2.003, -2.302, 5.857], [2.111, -0.616, 4.958], [4.824, -1.903, 3.070], [3.986, -0.405, 3.589], [5.357, -0.432, 5.583], [6.349, 0.744, 3.471], [7.106, -0.808, 3.037], [7.588, 0.080, 4.401], [6.578, -2.813, 4.404], [5.745, -2.743, 5.767], [0.510, 0.843, 9.929], [1.115, 2.040, 9.509], [1.780, 1.952, 8.252], [0.813, 1.552, 7.133], [1.291, 1.953, 5.831], [0.391, 1.585, 4.765], [1.036, 1.848, 3.440], [1.190, 3.253, 3.247], [0.138, 3.779, 2.444], [1.127, 0.052, 10.368], [-0.134, 0.422, 9.154], [-0.160, 1.101, 10.752], [2.573, 1.210, 8.383], [2.241, 2.904, 7.989], [-0.229, 1.847, 7.331], [0.699, 0.460, 7.136], [1.464, 2.953, 5.804], [-0.615, 2.039, 4.775], [0.139, 0.528, 4.915], [0.473, 1.433, 2.598], [2.046, 1.434, 3.399], [-0.789, 3.654, 3.016], [0.022, 3.132, 1.568], [0.230, 4.815, 2.137], [-9.666, -5.117, 4.260], [-8.798, -4.160, 3.714], [-9.339, -3.127, 2.897], [-8.186, -2.167, 2.623], [-7.072, -2.899, 2.035], [-5.920, -1.985, 1.944], [-4.703, -2.755, 1.442], [-3.567, -1.912, 1.409], [-2.348, -2.641, 1.474], [-10.141, -5.735, 3.493], [-10.407, -4.661, 4.922], [-9.087, -5.818, 4.861], [-10.090, -2.674, 3.555], [-9.810, -3.515, 1.990], [-7.914, -1.757, 3.606], [-8.527, -1.358, 1.975], [-6.892, -3.609, 2.742], [-5.650, -1.487, 2.884], [-6.112, -1.150, 1.267], [-4.905, -3.009, 0.390], [-4.573, -3.731, 1.917], [-2.295, -3.443, 2.213], [-1.577, -1.917, 1.742], [-2.181, -3.009, 0.460], [4.038, -5.069, 2.906], [5.400, -5.024, 3.286], [5.739, -5.879, 4.347], [5.220, -5.540, 5.760], [5.280, -6.686, 6.689], [6.685, -6.971, 7.074], [6.720, -7.791, 8.345], [6.522, -9.163, 7.989], [6.502, -10.028, 9.098], [3.378, -4.654, 3.669], [3.792, -6.126, 2.732], [3.960, -4.547, 1.953], [6.832, -5.801, 4.359], [5.538, -6.921, 4.058], [4.237, -5.068, 5.821], [5.838, -4.819, 6.299], [4.841, -7.528, 6.339], [7.260, -6.069, 7.290], [7.200, -7.450, 6.237], [5.965, -7.576, 9.100], [7.763, -7.680, 8.673], [5.705, -9.782, 9.805], [7.504, -10.079, 9.532], [6.271, -11.054, 8.802], [5.933, 7.947, 2.471], [5.190, 6.797, 2.191], [3.890, 7.012, 1.675], [3.343, 5.630, 1.355], [3.624, 5.048, 0.076], [3.474, 3.611, -0.061], [4.476, 2.774, 0.720], [5.731, 2.827, 0.082], [6.758, 2.170, 0.800], [6.876, 7.713, 2.965], [5.439, 8.676, 3.125], [6.184, 8.423, 1.513], [3.849, 7.578, 0.736], [3.213, 7.457, 2.407], [2.246, 5.711, 1.443], [3.549, 4.984, 2.222], [4.521, 5.421, -0.217], [3.626, 3.412, -1.126], [2.430, 3.335, 0.109], [4.088, 1.823, 1.107], [4.657, 3.329, 1.659], [7.638, 2.351, 0.181], [6.573, 1.103, 0.922], [6.971, 2.696, 1.738], [-2.270, -0.838, -12.955], [-1.432, -1.534, -12.052], [-1.552, -1.058, -10.720], [-0.153, -1.118, -10.055], [-0.076, -0.436, -8.758], [-0.597, -1.194, -7.632], [-1.949, -0.597, -7.174], [-1.797, 0.779, -6.800], [-1.255, 1.021, -5.540], [-3.342, -0.889, -12.729], [-2.202, -1.257, -13.957], [-1.971, 0.213, -12.930], [-2.195, -1.791, -10.219], [-1.990, -0.057, -10.689], [0.524, -0.603, -10.736], [0.095, -2.160, -9.865], [-0.658, 0.397, -8.750], [0.070, -1.143, -6.767], [-0.902, -2.244, -7.708], [-2.457, -1.070, -6.326], [-2.696, -0.615, -7.970], [-1.816, 0.641, -4.671], [-1.155, 2.104, -5.521], [-0.298, 0.498, -5.386], [-4.222, 0.836, -1.849], [-4.474, -0.312, -2.654], [-4.605, -1.430, -1.757], [-4.361, -2.744, -2.465], [-3.000, -2.900, -3.002], [-2.855, -2.560, -4.421], [-1.433, -2.890, -4.797], [-0.553, -1.913, -4.265], [0.836, -2.198, -4.461], [-5.063, 1.026, -1.176], [-4.111, 1.648, -2.567], [-3.301, 0.762, -1.272], [-5.651, -1.429, -1.422], [-4.006, -1.284, -0.855], [-5.075, -2.946, -3.275], [-4.633, -3.643, -1.898], [-2.475, -2.202, -2.481], [-2.982, -1.509, -4.705], [-3.563, -3.162, -4.990], [-1.133, -2.944, -5.861], [-1.117, -3.903, -4.499], [1.311, -1.505, -3.764], [1.146, -1.998, -5.484], [1.040, -3.165, -3.996], [-2.771, 1.347, 1.170], [-2.913, 2.533, 0.387], [-3.595, 3.564, 1.057], [-3.880, 4.714, 0.099], [-2.660, 5.467, -0.157], [-2.785, 6.216, -1.443], [-1.474, 6.968, -1.638], [-0.479, 5.968, -1.791], [0.704, 6.127, -1.012], [-2.547, 1.592, 2.212], [-1.966, 0.766, 0.726], [-3.705, 0.786, 1.137], [-2.872, 3.932, 1.802], [-4.514, 3.229, 1.552], [-4.630, 5.409, 0.479], [-4.249, 4.332, -0.865], [-1.866, 4.869, -0.368], [-3.667, 6.857, -1.444], [-2.914, 5.450, -2.209], [-1.317, 7.629, -0.785], [-1.593, 7.598, -2.524], [0.440, 6.333, 0.028], [1.303, 6.974, -1.359], [1.205, 5.181, -1.191], [-7.066, 6.304, -7.120], [-6.021, 5.406, -6.865], [-5.839, 5.172, -5.480], [-4.509, 4.519, -5.148], [-3.442, 5.448, -4.828], [-2.147, 4.778, -4.654], [-0.968, 5.472, -5.331], [0.104, 4.619, -5.578], [0.852, 4.278, -4.407], [-6.778, 7.299, -6.753], [-8.024, 6.032, -6.669], [-7.222, 6.453, -8.187], [-6.686, 4.601, -5.083], [-5.900, 6.171, -5.020], [-4.237, 3.822, -5.952], [-4.704, 3.909, -4.261], [-3.399, 6.192, -5.513], [-2.261, 3.800, -5.139], [-1.900, 4.508, -3.623], [-0.760, 6.348, -4.703], [-1.475, 5.819, -6.237], [1.472, 5.125, -4.111], [1.510, 3.502, -4.804], [0.322, 3.825, -3.569]],
  "forces_ev_per_a": [[-0.3, 1.2, -0.7], [0.1, -0.5, 0.2], [0.6, -1.0, -1.0], [-0.6, 0.7, 1.0], [0.2, -0.4, -0.4], [-0.4, -0.1, 0.1], [0.2, -0.2, 0.2], [-0.1, -0.1, 0.2], [0.0, -0.3, 0.1], [0.2, 0.5, 0.2], [-0.3, 0.3, 0.3], [0.1, -0.4, 0.1], [-0.1, -0.1, -0.1], [-0.5, 0.4, 0.0], [0.2, -0.2, 0.2], [0.2, 0.0, 0.1], [0.5, 0.4, -0.1], [0.3, -0.5, 1.3], [-0.5, 0.1, 0.2], [0.1, -1.3, 0.0], [0.7, 1.8, -0.4], [-0.4, -1.6, 0.6], [1.5, -1.4, 0.9], [0.1, 0.0, -0.2], [0.1, 0.5, -0.3], [-0.3, -0.2, -0.6], [-0.7, 0.2, -0.3], [0.1, 0.1, -0.5], [-0.4, -0.5, 0.6], [-0.3, 0.2, 0.3], [0.1, 0.5, -0.3], [0.1, 0.8, 0.0], [0.2, 0.7, 0.0], [-0.1, -0.1, 0.3], [2.2, 0.0, 0.6], [0.0, -0.9, -0.4], [-0.7, -0.1, -0.6], [-0.3, 0.1, 0.3], [1.3, 0.8, 0.2], [-0.2, -0.1, 0.0], [-0.4, 0.4, 0.1], [-0.8, 0.4, -0.4], [-0.6, -0.3, 0.0], [-0.3, 0.0, -0.1], [0.3, 0.2, -0.1], [0.6, 0.1, 0.2], [-0.6, -0.3, -0.1], [-0.5, -0.2, -0.1], [-0.1, -0.3, 0.4], [0.1, 0.0, 0.0], [0.0, 0.1, 0.1], [-1.1, 0.1, 0.5], [0.4, 0.4, -0.1], [-0.6, -0.7, 0.2], [-0.2, -0.8, 0.1], [0.0, 0.3, 0.2], [-0.4, -0.8, 0.1], [0.3, 0.4, -0.6], [0.3, 0.6, -0.5], [-0.7, -1.3, 0.4], [0.7, 0.2, -0.5], [0.1, -0.2, -0.1], [0.0, 0.2, -0.1], [0.2, 0.0, -0.5], [-0.1, 0.2, 0.4], [0.2, 0.7, 0.2], [0.3, -0.1, -0.2], [0.0, 0.0, 0.0], [0.1, 0.5, 0.2], [0.3, -0.1, -0.3], [-0.1, -0.1, 0.1], [0.0, -0.1, 0.2], [-0.2, 0.3, -0.1], [0.0, 0.3, -0.3], [0.5, 0.1, 0.3], [-0.1, -0.2, -0.1], [0.9, -0.3, -0.2], [-0.2, -0.2, 1.1], [-0.8, -0.5, 0.2], [0.2, 1.1, 0.3], [0.6, -0.6, 0.2], [-0.7, 0.3, -1.7], [0.1, -0.5, 1.6], [0.0, 0.9, -0.7], [-0.3, 0.2, -0.1], [-0.2, 0.1, -0.1], [0.3, 0.2, 0.0], [-0.3, 0.5, -0.5], [0.1, -0.1, -0.1], [0.1, 0.3, -0.1], [0.1, 0.0, 0.0], [0.4, -0.2, -0.3], [-0.1, -0.2, 0.3], [-0.3, -0.2, -0.3], [-0.2, -0.3, 0.1], [0.3, 0.3, 0.6], [-0.5, -0.1, 0.0], [0.1, 0.0, -0.2], [0.5, -0.3, 0.1], [0.4, -0.8, 0.0], [-0.2, 0.8, 0.0], [0.9, 0.2, 0.0], [-0.2, -0.5, 0.8], [0.7, 0.9, 0.1], [-1.5, -0.1, 0.1], [1.1, -1.4, -1.0], [-0.4, -0.2, -0.3], [0.1, -0.4, -0.2], [0.0, 0.2, -0.1], [-0.3, 0.1, 0.0], [-0.1, 0.2, 0.1], [0.0, -0.2, 0.2], [-0.4, 0.0, 0.3], [-0.2, -0.4, -0.6], [0.3, 0.3, -0.6], [0.0, 0.0, -0.2], [-0.5, 0.4, -0.1], [0.4, -0.4, 0.4], [0.2, 0.8, 0.0], [-0.2, -0.1, 0.8], [0.3, 0.4, 0.3], [-0.1, 0.2, 0.5], [0.0, 0.2, -0.6], [0.4, 0.8, -0.6], [-0.1, -0.1, 0.3], [0.1, -1.3, -0.6], [-2.1, -0.3, 1.4], [0.7, 1.0, -0.2], [0.4, 0.1, -0.9], [0.0, 1.7, 1.8], [-0.4, -1.0, -0.5], [0.4, 1.0, -0.7], [-0.1, -0.5, -0.1], [-0.4, -0.1, -0.1], [0.0, 0.3, 0.2], [0.4, 0.4, 0.1], [0.2, 0.3, 0.1], [0.0, 0.1, -0.2], [0.5, 0.0, -0.1], [0.1, -0.7, -0.3], [0.1, -0.2, 0.0], [0.0, 0.0, 0.5], [0.3, -0.6, -0.9], [-0.4, -0.1, 0.2], [0.1, -0.4, 0.1], [0.0, 0.0, 0.2], [-0.3, -0.3, 0.3], [-0.1, 0.2, 0.2], [-0.2, 0.1, -0.5], [0.5, -1.2, 0.2], [-0.9, 1.0, 0.2], [-0.4, -0.7, 0.0], [-1.7, 0.3, 1.5], [-0.1, 0.9, 0.8], [-0.7, -0.3, -0.9], [0.7, -0.3, 0.5], [0.0, -0.1, 0.5], [0.5, 0.0, 0.0], [-0.1, 0.1, -0.4], [-0.3, 0.4, 0.3], [0.1, 0.1, 0.1], [0.3, -0.4, -0.1], [0.4, 0.0, -0.5], [0.4, 0.3, -0.3], [0.1, 0.0, -0.3], [0.8, -0.1, -1.1], [0.6, -0.4, -0.3], [0.2, 0.1, -0.3], [-0.7, 0.2, -0.4], [0.3, -0.1, 0.4], [0.2, 0.4, -0.3], [-0.1, 0.2, -1.0], [0.7, -0.7, 1.1], [-1.3, 0.0, -0.5], [-0.2, -1.0, -1.0], [-0.4, 0.9, 0.4], [0.7, -0.4, 0.0], [1.8, -0.8, -1.3], [-0.6, 0.1, 0.0], [-1.2, 0.6, 0.9], [0.0, 0.1, 0.1], [-0.1, 0.2, 0.2], [0.0, -0.2, -0.1], [-0.1, -0.1, 0.2], [0.4, -0.2, -0.2], [0.0, 0.9, -0.3], [0.4, 0.4, 0.9], [0.4, -0.3, -0.1], [-0.5, 0.0, 0.6], [0.1, 0.0, -0.1], [-1.1, 0.2, -0.1], [-0.3, 0.1, 0.7], [0.2, 0.0, -0.5], [0.1, -0.4, -0.1], [0.1, 0.2, -1.3], [-0.3, 0.7, -0.3], [0.1, -0.6, -0.3], [0.3, 0.7, 0.2], [0.7, -0.4, -0.4], [-0.1, 1.0, -0.6], [0.5, -0.6, 1.2], [-1.2, -0.3, -0.4], [0.0, 0.6, 0.1], [-0.7, 0.1, -0.7], [0.2, 0.0, 0.1], [0.0, -0.1, 0.0], [0.0, -0.2, 0.1], [-0.5, 0.2, 0.4], [0.0, -0.2, -0.1], [0.0, -0.1, 0.2], [-0.3, -0.4, 0.2], [-0.2, -0.5, 0.4], [0.1, 0.2, 0.1], [-0.1, 0.4, -0.5], [0.3, -0.1, 0.2], [0.5, 0.0, -0.2], [0.1, -0.4, 0.1], [0.2, -0.1, -0.1], [0.5, 0.2, 0.5], [0.1, 0.9, 0.0], [0.2, -0.7, -0.5], [-0.2, 1.1, 0.1], [-0.5, -0.3, 0.1], [0.3, 0.5, 0.5], [-0.4, -1.5, -0.4], [-2.0, 0.5, 0.6], [-0.3, 0.2, 0.5], [0.8, -0.5, -1.2], [-0.2, 0.0, 0.3], [0.0, -0.2, 0.1], [0.2, -0.5, -0.1], [0.1, -0.2, -0.1], [0.2, -0.2, 0.5], [0.0, 0.0, -0.1], [0.2, -0.1, 0.0], [0.1, -0.1, -0.1], [0.3, 0.0, -0.2], [-0.3, 0.4, 0.2], [0.7, 0.1, -0.2], [1.0, 0.0, -0.6], [-0.1, 0.1, 0.3], [0.2, 0.0, 0.3], [-0.5, 0.4, -0.1]]
}

# 2
{
  "formula": "C8H12AlN2P",
  "method": "the ωB97M-V functional and the def2-TZVPD basis",
  "relative_energy_ev": 0.506,
  "orbital_gap_ev": [4.395, 4.395],
  "lumo_ev": [-0.80, -0.80],
  "e_homo_ev": [-5.2, -5.2],
  "species": ["C", "C", "C", "C", "C", "Al", "P", "H", "H", "H", "H", "H", "H", "H", "H", "N", "C", "C", "N", "C", "H", "H", "H", "H"],
  "positions_angstrom": [[-0.316, -0.326, -2.390], [0.953, -0.078, -2.912], [1.757, -1.253, -2.803], [0.998, -2.296, -2.190], [-0.284, -1.830, -1.893], [-2.059, -0.067, 1.079], [-3.100, 2.043, 1.081], [-1.194, 0.316, -2.333], [1.269, 0.869, -3.346], [2.789, -1.343, -3.142], [-1.133, -2.331, -1.429], [1.353, -3.303, -1.983], [-4.535, 1.913, 1.197], [-2.987, 2.808, -0.141], [-2.808, 3.016, 2.108], [1.856, 0.587, 1.764], [1.524, -0.076, 2.956], [0.210, -0.372, 2.890], [-0.283, 0.116, 1.660], [0.747, 0.668, 1.007], [2.770, 0.943, 1.490], [2.240, -0.277, 3.731], [-0.463, -0.866, 3.560], [0.695, 1.140, 0.038]],
  "forces_ev_per_a": [[-0.3, -3.4, 1.8], [0.5, -0.5, 0.3], [-0.5, 0.3, 0.2], [-0.2, 0.7, 0.0], [-0.1, 3.6, -0.9], [-0.9, -3.4, -0.8], [-0.5, 2.5, -0.1], [0.2, -0.1, -0.3], [0.0, -0.2, 0.0], [-0.3, 0.0, 0.0], [0.3, 0.0, -0.2], [0.0, 0.2, -0.1], [1.0, 0.0, -0.1], [-0.3, -0.2, 0.7], [-0.4, -0.1, -0.5], [-0.5, -0.3, 0.3], [0.3, 0.3, -0.5], [-0.2, 0.7, -1.3], [2.1, 0.9, 0.5], [0.0, -0.3, 1.0], [-0.4, -0.3, 0.1], [0.1, 0.0, -0.1], [0.1, -0.2, 0.3], [0.0, -0.2, -0.2]]
}